1.
Computed, not measured: a gas-phase ion, CH4O2PS (charge -1) at a distorted geometry, with wB97M-V/def2-TZVPD.

```
9
CH4O2PS wB97M-V/def2-TZVPD
O 1.621 1.030 1.292
P 0.160 0.945 0.933
O -0.315 -0.602 1.604
C 0.221 0.222 -0.870
S -1.569 0.049 -1.763
H 0.559 -0.851 2.048
H 0.485 -0.872 -0.932
H 0.668 0.979 -1.445
H -1.830 -0.901 -0.867
```

Summary:
Total charge: -1
HOMO-LUMO gap (eV): 6.634
Highest occupied orbital energy (eV): -3.1
LUMO level (eV): 3.55
E_tot (eV): -25322.576
ΔE to the lowest compared entry with this formula, charge and spin (eV): 2.712



2.
Computed, not measured: 8 unconnected molecules or ions with the total composition C28H30N8O6 at a distorted geometry, with wB97M-V/def2-TZVPD.

```
72
C28H30N8O6 wB97M-V/def2-TZVPD
O 1.661 9.973 -5.982
N 2.273 8.932 -5.962
O 2.985 8.654 -6.928
C 2.100 7.886 -4.923
C 1.595 8.238 -3.694
C 1.467 7.274 -2.694
C 1.922 5.987 -2.940
C 2.447 5.645 -4.185
C 2.521 6.568 -5.182
H 1.234 9.253 -3.616
H 1.217 7.505 -1.669
H 1.821 5.280 -2.130
H 2.932 4.697 -4.366
H 2.889 6.197 -6.127
O -5.477 3.572 3.549
N -5.274 4.039 2.402
O -4.510 4.900 2.143
C -5.870 3.327 1.259
C -6.811 2.281 1.398
C -7.243 1.582 0.287
C -6.868 2.050 -1.007
C -5.979 3.098 -1.152
C -5.526 3.731 -0.039
H -7.252 2.157 2.376
H -8.063 0.896 0.440
H -7.339 1.683 -1.908
H -5.802 3.454 -2.157
H -4.855 4.573 -0.128
O 0.343 -9.358 0.814
N 1.084 -10.343 0.928
O 0.705 -11.433 0.598
C 2.339 -10.162 1.727
C 3.239 -11.221 1.820
C 4.449 -10.971 2.504
C 4.756 -9.674 2.950
C 3.881 -8.642 2.819
C 2.626 -8.950 2.342
H 2.994 -12.191 1.412
H 5.175 -11.767 2.425
H 5.795 -9.537 3.213
H 4.139 -7.673 3.218
H 1.982 -8.086 2.270
C 6.927 6.704 3.581
C 5.581 6.225 3.505
N 4.448 5.777 3.506
H 7.558 6.382 2.752
H 7.286 6.262 4.510
H 7.046 7.787 3.553
C -2.278 -4.972 -3.480
C -1.233 -4.376 -2.570
N -0.458 -3.936 -1.890
H -2.086 -4.496 -4.442
H -3.248 -4.810 -3.009
H -2.147 -6.044 -3.621
C 4.360 2.152 9.313
C 4.960 3.453 9.199
N 5.515 4.412 9.199
H 3.658 2.143 10.147
H 5.134 1.452 9.629
H 3.981 1.727 8.384
C 0.566 -6.149 11.035
C 0.859 -6.525 12.431
N 1.098 -6.923 13.503
H -0.441 -6.510 10.829
H 1.154 -6.766 10.355
H 0.757 -5.089 10.866
C 0.157 0.001 3.839
C 0.147 -1.316 4.472
N 0.178 -2.359 4.973
H 0.260 -0.258 2.786
H 1.022 0.584 4.157
H -0.744 0.551 4.110
```

Summary:
Total charge: 0
HOMO-LUMO gap (eV): 9.421
Highest occupied orbital energy (eV): -10.1
LUMO level (eV): -0.71
E_tot (eV): -53715.882
ΔE to the lowest compared entry with this formula, charge and spin (eV): 1.983



> Look up the E_tot of the first one.

-25322.576 eV